{"formula": "C24H35N3O3", "method": "ωB97M-V/def2-TZVPD", "elements": ["C", "N", "C", "O", "C", "C", "C", "C", "N", "C", "C", "C", "C", "C", "C", "N", "C", "C", "O", "H", "H", "H", "H", "H", "H", "H", "H", "H", "H", "H", "H", "H", "H", "H", "H", "H", "C", "C", "C", "C", "C", "C", "C", "C", "C", "C", "O", "H", "H", "H", "H", "H", "H", "H", "H", "H", "H", "H", "H", "H", "H", "H", "H", "H", "H"], "xyz": [[5.85490, 1.80665, -0.91252], [5.63226, 3.07714, -0.22267], [4.96500, 3.28123, 0.91854], [4.81021, 4.43206, 1.30295], [4.37863, 2.08594, 1.70120], [2.85056, 1.98966, 1.55655], [2.25864, 1.95503, 0.17432], [2.39133, 2.91846, -0.76864], [1.62966, 2.60660, -1.87461], [0.89254, 1.46333, -1.67107], [-0.08079, 0.81162, -2.44018], [-0.68120, -0.35235, -1.93442], [-0.29798, -0.84626, -0.67440], [0.67307, -0.17506, 0.09494], [1.29381, 1.00215, -0.38025], [4.70232, 2.15029, 3.13376], [5.89831, 2.01220, 3.70378], [7.12405, 1.74901, 2.84986], [6.01450, 2.07929, 4.91677], [4.89866, 1.31893, -1.11631], [6.47697, 1.14779, -0.30393], [6.36248, 1.98711, -1.86142], [5.99425, 3.91657, -0.65057], [4.79346, 1.16376, 1.30180], [2.40550, 2.84363, 2.07024], [2.51833, 1.09496, 2.08467], [2.96278, 3.83130, -0.64950], [1.54733, 3.20752, -2.68204], [-0.37543, 1.20713, -3.40052], [-1.43509, -0.86749, -2.51354], [-0.75710, -1.74592, -0.28954], [0.93595, -0.55399, 1.07095], [3.95409, 2.37879, 3.76878], [7.96889, 1.55340, 3.50848], [7.34099, 2.62937, 2.24867], [6.95618, 0.88219, 2.21621], [-3.27381, -6.25167, 0.43455], [-3.16474, -4.82491, -0.04364], [-2.32980, -4.56762, -1.27617], [-3.85452, -3.83399, 0.64003], [-3.85902, -2.35342, 0.33180], [-5.21376, -1.95258, -0.26365], [-5.32612, -0.45492, -0.44591], [-6.31292, 0.29224, 0.42208], [-4.52469, 0.16557, -1.39290], [-4.51840, 1.63272, -1.72315], [-4.11548, 1.77129, -3.08464], [-2.28219, -6.64075, 0.68441], [-3.70716, -6.87719, -0.35184], [-3.90785, -6.32990, 1.32328], [-2.59608, -3.62876, -1.76658], [-2.48067, -5.37149, -2.00299], [-1.26914, -4.53607, -1.00947], [-4.44168, -4.13421, 1.50335], [-3.05462, -2.08166, -0.35317], [-3.68896, -1.80053, 1.26127], [-6.01896, -2.30254, 0.39075], [-5.34198, -2.44695, -1.23251], [-6.18297, -0.00235, 1.46806], [-6.17973, 1.37487, 0.36487], [-7.33522, 0.05032, 0.11648], [-3.83178, -0.45433, -1.95327], [-3.80976, 2.15607, -1.07244], [-5.50812, 2.07798, -1.58529], [-4.72796, 1.28272, -3.65962]], "forces_ev_per_a": [[-0.19, 0.11, 0.32], [0.62, -0.91, -1.03], [-0.51, 0.92, 0.62], [-0.24, -0.22, 0.47], [0.30, -0.25, 0.08], [-0.39, 0.08, 0.02], [-0.36, -0.61, -0.30], [-0.05, -0.11, 0.03], [-0.13, 0.91, -0.88], [0.53, -0.30, 1.15], [-0.09, -0.44, 0.30], [0.86, 0.85, 0.21], [0.80, 0.83, 0.24], [-0.33, 0.00, -0.52], [-0.57, -0.63, -0.07], [-1.31, 0.16, -1.64], [1.47, -0.23, 1.12], [-0.35, 0.07, 0.08], [-0.08, 0.08, 0.14], [0.10, -0.05, -0.06], [0.02, -0.08, -0.12], [-0.07, 0.07, 0.17], [-0.13, -0.01, 0.13], [0.13, -0.13, -0.08], [0.09, 0.08, 0.21], [0.12, -0.01, 0.13], [-0.16, -0.05, -0.48], [-0.01, -0.15, 0.22], [-0.05, 0.03, -0.10], [0.00, 0.05, -0.05], [0.01, -0.02, 0.07], [0.00, -0.14, 0.13], [0.01, 0.08, 0.03], [-0.19, 0.04, -0.01], [0.04, -0.01, -0.24], [0.08, -0.04, -0.27], [0.03, 0.25, -0.09], [-1.72, 1.95, 1.44], [-0.23, -0.03, 0.27], [1.79, -1.54, -1.41], [-0.18, -0.75, 0.11], [-0.05, 0.43, -0.04], [1.46, 1.37, -2.03], [0.38, -0.04, -0.21], [-2.01, -1.18, 2.43], [-0.14, -0.82, -0.31], [0.13, 0.41, -0.29], [-0.06, -0.12, -0.07], [0.12, -0.08, 0.05], [0.12, 0.05, -0.15], [0.08, -0.06, 0.09], [0.10, 0.04, 0.07], [0.01, -0.05, -0.14], [-0.01, -0.06, -0.03], [-0.07, 0.02, 0.04], [0.00, 0.05, -0.07], [0.06, -0.04, -0.06], [0.01, -0.06, 0.14], [-0.11, -0.01, -0.06], [-0.06, -0.15, 0.01], [0.00, -0.03, 0.14], [0.04, 0.10, -0.06], [0.08, 0.14, -0.45], [0.06, 0.02, 0.13], [0.21, 0.20, 0.51]], "nbo_charge": [-0.42, -0.61, 0.66, -0.63, -0.12, -0.42, -0.13, -0.02, -0.53, 0.12, -0.25, -0.20, -0.24, -0.22, -0.02, -0.60, 0.68, -0.72, -0.62, 0.21, 0.20, 0.22, 0.41, 0.20, 0.23, 0.23, 0.23, 0.41, 0.22, 0.21, 0.21, 0.21, 0.41, 0.25, 0.23, 0.21, -0.63, 0.02, -0.65, -0.19, -0.43, -0.43, 0.06, -0.66, -0.25, -0.10, -0.72, 0.21, 0.21, 0.22, 0.21, 0.22, 0.22, 0.19, 0.21, 0.21, 0.20, 0.22, 0.22, 0.21, 0.22, 0.20, 0.19, 0.17, 0.47], "largest_force_ev_per_a": 3.4, "gap_ev": 8.7, "relative_energy_kcal_mol": 51.7, "smiles": "CNC(=O)[C@H](Cc1c[nH]c2ccccc12)NC(C)=O.CC(C)=CCC/C(C)=C/CO", "charge": 0, "e_homo_ev": -8.118}